Record 1
226
Properties=species:S:1:pos:R:3:lowdin_charge:R:1 method="wB97M-V/def2-TZVPD" total_energy_ev=-118246.8115 gap_ev=8.430 e_homo_ev=-11.99 multiplicity=1 charge=+2
C -3.054 -1.016 -5.030 -0.112
C -1.654 -1.111 -4.199 -0.145
C -1.811 -0.136 -3.068 -0.296
C -0.614 0.093 -2.159 -0.181
P -0.224 1.772 -1.370 1.139
C 1.352 1.496 -0.536 -0.268
C 1.780 2.339 0.727 -0.162
C 2.919 1.770 1.563 -0.214
C 3.396 2.765 2.666 -0.053
C -1.533 2.425 -0.332 -0.291
C -1.483 3.724 0.449 -0.272
C -1.758 4.851 -0.503 -0.223
C -1.923 6.185 0.256 -0.074
C 0.247 2.970 -2.689 -0.237
C 1.066 2.402 -3.943 -0.233
C 1.435 3.487 -4.942 -0.253
C 2.361 4.580 -4.369 -0.103
H -3.979 -1.136 -4.465 0.001
H -2.937 -1.751 -5.826 0.102
H -3.100 -0.104 -5.625 0.099
H -0.702 -0.870 -4.670 0.101
H -1.569 -2.088 -3.722 0.088
H -2.738 -0.358 -2.540 0.024
H -2.120 0.831 -3.466 0.102
H 0.365 -0.153 -2.569 0.092
H -0.713 -0.514 -1.259 0.051
H 2.168 1.618 -1.249 0.122
H 1.282 0.438 -0.283 -0.104
H 0.860 2.375 1.311 0.060
H 2.039 3.327 0.346 0.125
H 3.775 1.621 0.905 0.129
H 2.700 0.781 1.967 0.013
H 4.141 2.218 3.244 0.069
H 2.696 2.929 3.486 0.049
H 3.772 3.745 2.373 0.094
H -1.702 1.617 0.380 0.046
H -2.331 2.495 -1.070 0.074
H -0.521 3.913 0.926 0.065
H -2.226 3.773 1.245 0.072
H -2.643 4.677 -1.116 0.094
H -0.925 4.954 -1.199 0.097
H -2.684 6.205 1.037 0.075
H -2.029 7.044 -0.407 0.078
H -0.973 6.429 0.731 0.073
H 0.698 3.817 -2.172 0.076
H -0.667 3.402 -3.095 0.088
H 0.439 1.714 -4.511 0.096
H 1.866 1.704 -3.693 0.092
H 0.483 3.885 -5.291 0.111
H 2.022 3.053 -5.752 0.108
H 2.941 5.118 -5.118 0.074
H 3.066 4.101 -3.689 0.066
H 1.885 5.299 -3.701 0.064
C -8.405 -0.224 2.018 -0.089
C -7.874 -0.493 0.607 -0.275
C -6.433 -0.954 0.456 -0.235
C -6.013 -0.873 -1.016 -0.255
P -5.070 0.572 -1.522 1.112
C -3.379 0.289 -0.803 -0.248
C -3.107 0.135 0.652 -0.208
C -3.283 1.400 1.524 -0.153
C -2.720 1.182 2.975 -0.109
C -4.882 0.525 -3.286 -0.253
C -6.142 0.746 -4.200 -0.188
C -5.887 0.316 -5.626 -0.251
C -5.435 -1.139 -5.883 -0.115
C -5.889 2.043 -0.722 -0.209
C -5.100 3.412 -0.873 -0.188
C -5.547 4.515 0.146 -0.248
C -5.498 4.237 1.605 -0.110
H -8.095 0.770 2.339 0.063
H -7.977 -0.954 2.705 0.075
H -9.493 -0.204 2.082 0.078
H -7.991 0.448 0.070 0.085
H -8.549 -1.157 0.068 0.115
H -6.331 -1.988 0.784 0.123
H -5.861 -0.352 1.162 0.100
H -6.851 -0.995 -1.703 0.112
H -5.276 -1.648 -1.228 0.051
H -2.738 1.018 -1.298 0.048
H -3.042 -0.639 -1.267 0.043
H -2.089 -0.229 0.795 0.074
H -3.621 -0.726 1.079 0.098
H -4.282 1.835 1.563 0.090
H -2.765 2.204 1.001 0.044
H -3.394 0.438 3.401 0.113
H -2.703 2.129 3.514 0.112
H -1.709 0.775 2.971 0.041
H -4.640 -0.524 -3.454 0.050
H -4.018 1.152 -3.508 0.098
H -6.576 1.744 -4.138 0.108
H -6.964 0.099 -3.893 0.108
H -5.163 0.905 -6.189 0.102
H -6.772 0.512 -6.233 0.109
H -5.254 -1.428 -6.919 0.095
H -6.274 -1.740 -5.532 0.087
H -4.543 -1.435 -5.332 -0.041
H -5.995 1.806 0.337 0.061
H -6.911 2.104 -1.096 0.095
H -5.188 3.902 -1.842 0.113
H -4.036 3.225 -0.730 0.053
H -6.534 4.908 -0.101 0.116
H -4.817 5.314 0.022 0.093
H -5.778 5.125 2.172 0.089
H -4.441 4.053 1.800 0.058
H -6.140 3.432 1.961 0.075
C -2.539 -3.258 3.336 -0.093
C -2.088 -3.183 4.819 -0.212
C -0.751 -2.365 5.052 -0.201
C -0.802 -0.978 4.406 -0.262
P 0.729 0.075 4.502 1.114
C 0.918 0.767 6.207 -0.246
C -0.143 1.737 6.754 -0.244
C 0.136 2.094 8.195 -0.289
C -0.676 3.229 8.716 -0.115
C 2.157 -1.063 4.279 -0.236
C 3.195 -0.206 3.556 -0.231
C 4.341 -1.220 3.245 -0.198
C 3.904 -2.287 2.295 -0.085
C 0.645 1.475 3.325 -0.213
C -0.767 2.168 3.266 -0.199
C -0.775 3.649 2.656 -0.231
C -0.344 4.680 3.702 -0.061
H -1.737 -3.248 2.598 0.055
H -3.191 -2.397 3.194 0.068
H -3.036 -4.214 3.170 0.082
H -1.814 -4.169 5.195 0.101
H -2.935 -2.800 5.388 0.106
H 0.022 -2.899 4.499 0.102
H -0.529 -2.300 6.117 0.110
H -1.662 -0.407 4.753 0.087
H -1.036 -1.008 3.341 0.064
H 1.835 1.328 6.024 0.091
H 1.140 -0.062 6.879 0.100
H -1.117 1.275 6.591 0.111
H -0.087 2.699 6.244 0.101
H 1.184 2.392 8.228 0.113
H 0.106 1.268 8.905 0.119
H -0.289 3.582 9.672 0.080
H -1.705 2.908 8.880 0.080
H -0.746 4.146 8.131 0.076
H 1.831 -1.851 3.601 0.075
H 2.457 -1.522 5.221 0.113
H 3.545 0.656 4.123 0.103
H 2.990 0.282 2.603 -0.004
H 4.624 -1.824 4.107 0.108
H 5.250 -0.678 2.981 0.110
H 3.539 -3.180 2.802 0.119
H 4.715 -2.626 1.651 0.078
H 3.147 -1.916 1.604 -0.054
H 0.840 1.100 2.320 0.047
H 1.479 2.151 3.513 0.053
H -1.236 2.226 4.249 0.095
H -1.506 1.555 2.749 -0.095
H -1.711 4.001 2.222 0.065
H -0.011 3.693 1.879 0.061
H -0.370 5.695 3.306 0.068
H 0.734 4.562 3.810 0.067
H -0.872 4.674 4.656 0.076
C 1.444 -0.815 -0.326 -0.051
C 2.239 -2.099 0.206 -0.124
C 3.283 -2.800 -0.680 -0.193
C 4.405 -1.791 -1.117 -0.204
P 5.846 -2.724 -1.829 0.997
C 6.905 -1.522 -2.604 -0.254
C 6.249 -0.919 -3.882 -0.238
C 6.984 0.320 -4.486 -0.252
C 6.057 1.173 -5.306 -0.106
C 5.173 -3.876 -3.085 -0.242
C 4.625 -5.277 -2.627 -0.209
C 4.326 -6.146 -3.841 -0.257
C 3.276 -5.736 -4.895 -0.084
C 6.731 -3.691 -0.578 -0.254
C 7.839 -4.682 -1.056 -0.267
C 8.088 -5.851 -0.124 -0.244
C 9.145 -6.799 -0.752 -0.087
H 1.130 -0.848 -1.370 0.116
H 1.997 0.101 -0.118 0.074
H 0.538 -0.660 0.260 -0.041
H 1.437 -2.832 0.293 0.123
H 2.747 -1.914 1.152 -0.048
H 2.666 -3.228 -1.470 0.117
H 3.587 -3.635 -0.049 0.108
H 4.723 -1.244 -0.229 0.092
H 4.096 -1.060 -1.865 0.085
H 7.768 -2.107 -2.921 0.103
H 7.223 -0.807 -1.845 0.114
H 5.225 -0.676 -3.601 0.071
H 5.908 -1.498 -4.741 0.121
H 7.801 -0.120 -5.057 0.113
H 7.479 0.925 -3.726 0.110
H 5.835 0.878 -6.332 0.083
H 6.418 2.183 -5.496 0.079
H 5.168 1.226 -4.677 0.064
H 6.088 -3.917 -3.676 0.093
H 4.449 -3.314 -3.674 0.092
H 3.775 -5.211 -1.948 0.099
H 5.379 -5.763 -2.009 0.095
H 4.043 -7.134 -3.479 0.110
H 5.278 -6.479 -4.254 0.107
H 3.380 -6.274 -5.838 0.075
H 3.144 -4.685 -5.150 0.064
H 2.344 -6.204 -4.577 0.073
H 6.068 -4.277 0.059 0.092
H 7.060 -2.837 0.013 0.094
H 8.756 -4.097 -1.125 0.113
H 7.724 -4.979 -2.098 0.105
H 7.098 -6.291 -0.005 0.105
H 8.461 -5.435 0.811 0.117
H 9.478 -7.487 0.025 0.074
H 10.059 -6.319 -1.100 0.078
H 8.757 -7.390 -1.582 0.076
C -3.529 -2.550 -0.280 -0.023
C -2.989 -2.436 -1.700 -0.716
O -1.800 -2.729 -1.825 0.015
O -3.806 -2.083 -2.595 -0.084
H -4.433 -2.039 0.051 0.034
H -2.779 -2.198 0.429 0.017
H -3.708 -3.601 -0.053 0.117
C -0.809 -1.690 0.509 0.001
C 0.012 -0.561 1.162 -0.746
O 0.899 -0.916 1.976 -0.075
O -0.301 0.647 0.900 -0.167
H -0.135 -2.400 0.029 0.105
H -1.459 -1.190 -0.208 0.044
H -1.522 -2.293 1.072 0.067

Record 2
270
Properties=species:S:1:pos:R:3:lowdin_charge:R:1 method="wB97M-V/def2-TZVPD" total_energy_ev=-160632.3802 gap_ev=10.165 e_homo_ev=-16.26 multiplicity=1 charge=+4
C 8.018 2.044 -2.943 -0.091
O 6.769 2.585 -2.669 -0.195
C 6.742 3.253 -1.477 -0.240
C 5.357 3.934 -1.419 -0.052
N 4.330 2.816 -1.496 0.065
H 4.409 2.111 -2.256 0.170
H 4.350 2.265 -0.636 0.144
C 2.956 3.351 -1.748 -0.067
C 2.022 2.164 -2.158 -0.165
O 2.656 1.453 -3.215 -0.193
C 2.390 0.064 -3.123 -0.099
H 8.301 1.339 -2.163 0.098
H 8.741 2.871 -3.129 0.114
H 7.967 1.506 -3.900 0.100
H 7.649 3.906 -1.392 0.150
H 6.910 2.605 -0.619 0.116
H 5.155 4.675 -2.236 0.152
H 5.197 4.469 -0.459 0.136
H 2.935 4.079 -2.555 0.146
H 2.607 3.720 -0.801 0.090
H 1.079 2.609 -2.524 0.125
H 1.715 1.523 -1.273 0.123
H 1.299 -0.149 -3.016 0.081
H 2.922 -0.506 -2.326 0.076
H 2.743 -0.254 -4.110 0.090
C 4.523 6.665 5.664 -0.034
O 3.298 6.227 4.973 -0.195
C 3.026 6.736 3.673 -0.208
C 2.261 5.759 2.842 -0.071
N 2.938 4.390 2.953 0.083
H 3.931 4.576 2.795 0.165
H 2.885 4.041 3.913 0.156
C 2.431 3.379 1.944 -0.091
C 3.323 2.207 1.774 -0.200
O 4.696 2.557 1.599 -0.230
C 5.663 1.718 2.285 -0.038
H 4.665 6.007 6.520 0.090
H 4.451 7.736 5.964 0.107
H 5.364 6.501 4.999 0.078
H 3.994 6.843 3.197 0.117
H 2.576 7.722 3.565 0.142
H 2.172 5.971 1.766 0.146
H 1.260 5.544 3.211 0.133
H 2.213 3.920 1.000 0.105
H 1.484 3.092 2.383 0.120
H 2.968 1.698 0.895 0.094
H 3.235 1.524 2.618 0.110
H 6.697 2.035 2.059 0.096
H 5.511 0.678 2.028 0.087
H 5.499 1.926 3.357 0.101
C 4.931 -2.380 -0.862 -0.100
O 4.279 -3.577 -1.063 -0.177
C 2.967 -3.676 -0.686 -0.209
C 2.710 -5.215 -0.775 -0.072
N 3.375 -5.834 0.409 0.054
H 4.349 -5.400 0.541 0.190
H 2.902 -5.554 1.346 0.171
C 3.370 -7.362 0.320 -0.058
C 2.610 -7.838 1.500 -0.260
O 1.277 -7.396 1.447 -0.185
C 0.758 -7.817 2.714 -0.061
H 4.767 -1.887 0.096 0.079
H 4.584 -1.705 -1.676 0.084
H 6.001 -2.516 -0.933 0.097
H 2.341 -3.099 -1.390 0.138
H 2.839 -3.329 0.350 0.116
H 3.125 -5.603 -1.680 0.131
H 1.644 -5.510 -0.761 0.119
H 4.414 -7.679 0.414 0.156
H 2.873 -7.588 -0.607 0.119
H 3.091 -7.511 2.436 0.135
H 2.730 -8.909 1.482 0.139
H -0.297 -7.645 2.738 0.078
H 1.275 -7.224 3.497 0.095
H 0.964 -8.878 2.873 0.104
C 0.915 1.568 11.204 -0.085
C 0.372 2.979 10.905 -0.256
C -0.334 3.061 9.578 -0.161
C -1.765 2.384 9.764 -0.019
N -2.484 2.197 8.347 -0.222
C -2.615 3.502 7.669 -0.118
C -3.756 4.229 8.421 -0.115
C -4.778 3.075 8.654 -0.096
C -3.911 1.755 8.609 -0.079
C -1.774 1.172 7.506 -0.160
C -1.749 -0.165 8.154 -0.203
C -1.497 -1.204 7.040 -0.062
H 1.605 1.287 10.408 0.073
H 0.217 0.759 11.365 0.065
H 1.562 1.664 12.076 0.080
H 1.094 3.788 10.969 0.117
H -0.287 3.282 11.720 0.114
H 0.274 2.519 8.842 0.113
H -0.432 4.103 9.336 0.105
H -2.470 2.887 10.405 0.130
H -1.595 1.377 10.132 0.102
H -2.957 3.333 6.660 0.135
H -1.654 3.966 7.590 0.124
H -4.048 5.000 7.721 0.119
H -3.346 4.685 9.324 0.115
H -5.479 3.024 7.829 0.110
H -5.384 3.299 9.526 0.117
H -4.221 1.150 7.748 0.135
H -3.912 1.137 9.518 0.132
H -0.792 1.560 7.348 0.109
H -2.250 1.193 6.542 0.128
H -2.689 -0.339 8.699 0.114
H -0.903 -0.096 8.865 0.123
H -0.496 -1.001 6.608 0.078
H -2.299 -1.211 6.323 0.071
H -1.414 -2.177 7.466 0.064
C 0.426 -1.945 -5.746 -0.080
C -0.629 -1.402 -6.756 -0.218
C -0.260 -0.225 -7.643 -0.173
C 0.784 -0.531 -8.744 -0.089
N 1.505 0.594 -9.423 -0.236
C 2.446 -0.029 -10.444 -0.055
C 1.492 -0.482 -11.522 -0.158
C 0.380 0.519 -11.474 -0.151
C 0.579 1.417 -10.298 -0.081
C 2.110 1.513 -8.419 -0.143
C 3.051 0.912 -7.454 -0.224
C 3.966 1.889 -6.697 -0.069
H 1.435 -2.168 -6.125 0.072
H 0.051 -2.914 -5.442 0.061
H 0.472 -1.291 -4.877 0.046
H -1.443 -0.998 -6.104 0.112
H -1.089 -2.231 -7.257 0.098
H 0.150 0.496 -6.934 0.082
H -1.144 0.289 -7.976 0.104
H 0.281 -1.154 -9.509 0.143
H 1.592 -1.075 -8.264 0.121
H 3.027 0.849 -10.812 0.162
H 3.063 -0.786 -9.917 0.148
H 1.913 -0.508 -12.492 0.119
H 1.100 -1.461 -11.416 0.107
H 0.305 1.142 -12.381 0.139
H -0.563 -0.043 -11.413 0.131
H 1.056 2.364 -10.496 0.137
H -0.301 1.639 -9.730 0.131
H 1.293 2.061 -7.941 0.150
H 2.525 2.261 -9.078 0.132
H 3.674 0.214 -7.977 0.107
H 2.495 0.330 -6.714 0.102
H 4.401 2.579 -7.411 0.074
H 4.626 1.351 -6.003 0.082
H 3.391 2.645 -6.095 0.090
C -0.294 -8.053 -1.549 -0.090
C -1.482 -7.508 -0.757 -0.236
C -1.281 -6.044 -0.341 -0.172
C -2.491 -5.491 0.460 -0.151
N -2.551 -4.104 0.912 -0.200
C -1.733 -3.751 2.169 -0.077
C -2.425 -2.596 2.849 -0.131
C -3.856 -2.491 2.218 -0.100
C -3.973 -3.815 1.414 -0.071
C -2.270 -3.049 -0.212 -0.091
C -3.163 -3.134 -1.457 -0.215
C -2.467 -2.297 -2.488 -0.077
H -0.648 -8.944 -2.079 0.091
H 0.583 -8.278 -0.958 0.047
H 0.052 -7.311 -2.242 0.065
H -1.798 -8.165 0.051 0.115
H -2.306 -7.578 -1.480 0.118
H -1.190 -5.424 -1.256 0.115
H -0.394 -5.889 0.271 0.091
H -2.552 -6.162 1.343 0.139
H -3.470 -5.687 0.027 0.135
H -0.695 -3.481 1.914 0.126
H -1.850 -4.656 2.785 0.138
H -1.945 -1.683 2.593 0.073
H -2.359 -2.605 3.925 0.109
H -3.889 -1.675 1.508 0.067
H -4.678 -2.350 2.926 0.126
H -4.653 -3.662 0.596 0.117
H -4.176 -4.713 2.015 0.146
H -1.222 -3.249 -0.470 0.125
H -2.380 -2.069 0.283 0.109
H -4.145 -2.800 -1.117 0.089
H -3.325 -4.149 -1.808 0.117
H -1.506 -2.789 -2.709 0.086
H -2.230 -1.242 -2.192 0.080
H -2.997 -2.233 -3.429 0.078
C -6.787 -1.249 -2.242 -0.093
C -5.839 -0.216 -1.694 -0.249
C -5.252 0.658 -2.820 -0.169
C -6.227 1.710 -3.368 -0.101
N -5.705 2.670 -4.421 -0.227
C -6.763 3.514 -4.946 -0.134
C -6.018 4.646 -5.668 -0.130
C -4.845 4.958 -4.747 -0.131
C -4.715 3.765 -3.822 -0.030
C -4.985 1.942 -5.500 -0.133
C -5.892 1.091 -6.429 -0.180
C -5.008 0.198 -7.328 -0.071
H -7.520 -0.734 -2.874 0.075
H -7.328 -1.716 -1.414 0.081
H -6.305 -2.060 -2.788 0.077
H -4.998 -0.671 -1.146 0.077
H -6.297 0.414 -0.943 0.113
H -4.978 0.066 -3.679 0.102
H -4.326 1.138 -2.432 0.096
H -6.445 2.347 -2.515 0.128
H -7.167 1.262 -3.675 0.129
H -7.463 2.943 -5.560 0.137
H -7.305 3.899 -4.059 0.155
H -5.730 4.305 -6.688 0.126
H -6.742 5.466 -5.775 0.131
H -3.887 5.059 -5.262 0.126
H -5.053 5.910 -4.295 0.120
H -3.730 3.314 -3.817 0.109
H -5.101 3.917 -2.785 0.147
H -4.235 1.380 -4.923 0.108
H -4.401 2.661 -6.095 0.142
H -6.462 1.819 -6.972 0.099
H -6.557 0.451 -5.856 0.110
H -4.462 -0.600 -6.844 0.070
H -4.301 0.839 -7.836 0.069
H -5.594 -0.247 -8.134 0.083
C 1.889 -1.932 4.717 0.040
C 1.439 -3.244 5.194 -0.364
O 0.383 -3.819 5.099 0.143
N 2.566 -3.962 5.979 0.076
H 3.228 -4.420 5.338 0.128
H 3.101 -3.246 6.410 0.147
C 2.123 -4.945 7.019 0.020
H 2.232 -1.402 5.604 0.108
H 1.058 -1.335 4.339 0.095
H 2.676 -2.038 3.948 0.121
H 1.319 -4.469 7.642 0.117
H 2.941 -5.299 7.669 0.118
H 1.652 -5.781 6.516 0.094
C -2.337 1.419 2.470 0.050
C -2.528 1.072 1.039 -0.345
O -3.265 0.216 0.565 0.099
N -1.722 1.880 0.103 0.068
H -1.794 2.932 0.333 0.144
H -0.751 1.571 0.363 0.136
C -1.919 1.819 -1.326 -0.014
H -1.974 2.465 2.590 0.098
H -1.552 0.778 2.876 0.088
H -3.235 1.126 3.001 0.102
H -1.180 2.391 -1.885 0.098
H -2.905 2.230 -1.557 0.095
H -1.938 0.774 -1.623 0.073
B 1.400 1.564 5.181 -1.223
F 2.475 0.989 4.324 0.005
F 1.353 2.891 4.769 0.126
F 0.159 1.013 4.831 0.105
F 1.770 1.320 6.488 0.143
B -1.108 1.892 -4.740 -1.248
F -1.484 2.071 -6.082 0.106
F -2.030 1.016 -4.067 0.061
F 0.199 1.336 -4.667 0.103
F -1.163 3.131 -4.105 0.115
B 0.875 -0.514 0.428 -0.881
F 2.309 -0.720 0.445 0.076
F 0.554 0.827 1.132 -0.009
F 0.394 -0.308 -0.964 0.027
F 0.076 -1.596 1.059 0.040
B -0.774 4.843 1.120 -1.030
F 0.128 4.190 0.098 0.003
F -0.495 6.222 1.180 0.129
F -2.128 4.658 0.495 0.010
F -0.823 4.113 2.322 0.109
B 4.473 -4.268 3.213 -1.090
F 3.118 -4.915 3.496 -0.029
F 4.793 -3.677 4.415 0.160
F 5.183 -5.461 2.803 0.075
F 4.353 -3.442 2.094 0.138